No. 1
Density functional theory data (ωB97M-V/def2-TZVPD) for a molecular structure, C17H25MoN4OP at a distorted geometry.

Positions of all 49 atoms, in Å:
H  -1.3063  -2.7242  1.4782
C  1.5810  2.6061  -0.5485
H  2.0963  2.0101  -1.3084
C  -0.0784  -0.9644  -2.8968
H  -0.0694  3.4276  -2.2234
H  -0.0775  -1.8064  -4.8277
H  1.2490  -2.4675  -2.4049
H  2.3899  -2.7803  -0.5173
H  -2.2780  -2.6754  -0.0256
O  -4.0211  -0.5940  -0.2634
H  -2.3570  0.1036  4.7396
H  -0.3623  4.1410  0.2325
C  -1.3347  -3.0348  0.4185
C  -0.4960  3.0919  0.5451
H  2.0595  2.4201  0.4235
C  -0.2879  1.3502  -2.7415
H  1.6375  3.6775  -0.7964
H  1.3853  -4.2351  -0.3392
H  0.1102  2.5192  -4.5064
H  -0.2369  -0.0432  6.1114
H  -2.1668  0.1638  2.2155
C  1.5173  -3.1998  0.0001
C  0.1889  -2.2551  -2.1851
Mo  -0.0752  0.1135  0.0357
C  -0.0359  1.5160  -4.1019
H  -0.3416  -3.0920  -2.5524
N  0.1462  2.2401  -0.4781
C  1.0527  0.0191  2.9668
C  1.0178  -0.0252  4.3592
C  0.0924  0.3736  -4.8940
H  -0.0403  2.9313  1.5327
H  0.3331  0.4368  -5.9450
H  -1.5622  2.8462  0.5904
N  -0.2565  0.1330  -2.1435
C  -1.2937  0.1119  2.8778
C  2.2559  -0.1122  5.1040
C  -0.0366  -0.8740  -4.2798
H  -1.5845  2.6283  -1.6050
H  1.9736  0.0022  2.3764
C  -1.3753  0.0765  4.2685
C  -0.2130  0.0001  5.0228
N  3.2570  -0.1884  5.7084
H  1.6545  -3.1522  1.0814
H  -3.9245  -1.0368  -1.1276
H  -1.2209  -4.1310  0.3785
P  0.0678  -2.1458  -0.3222
C  -0.5051  2.4995  -1.8020
N  -0.0949  0.0678  2.2442
H  1.5663  0.0311  0.1249

Computed properties:
HOMO-LUMO gap (spin up / spin down) = 5.895 / 6.757 eV
2S+1 = 4
net charge = +3

=====

No. 2
Density functional theory data (ωB97M-V/def2-TZVPD) for a single C17H25N3O2S molecule.

Positions of all 48 atoms, in Å:
C  -3.6524  1.6158  0.3835
C  -1.1671  -0.7897  1.3551
H  0.7143  2.4711  -1.4904
C  -2.9974  0.2818  0.5443
H  4.8743  -1.5357  -1.6677
C  4.0576  0.6785  -0.2167
O  -3.2016  -3.2288  -0.1156
N  -1.6200  -1.9908  0.9304
C  4.7373  -1.7073  -0.5976
H  5.4323  -2.4920  -0.2942
H  -5.4865  2.4622  -0.3607
H  -4.5726  0.7687  -1.9980
H  1.2965  -1.3732  -0.5218
C  -3.5343  -0.8733  0.0590
H  -5.6104  -1.2950  0.0003
C  5.0468  -0.4210  0.1634
H  -1.0881  -2.8376  1.0963
C  2.6346  0.2071  0.0981
H  4.9854  -0.6113  1.2373
C  2.3211  -1.0528  -0.7175
C  0.7690  1.7061  0.8100
H  1.6326  1.1598  2.7324
H  1.7349  1.2000  -2.1988
S  0.3936  -0.7646  2.1538
H  2.6140  -0.0708  1.1535
H  4.2757  1.5916  0.3414
H  -3.0782  2.1768  -0.3597
H  4.1565  0.8957  -1.2809
H  6.0636  -0.0931  -0.0600
H  3.1794  -2.4000  0.7201
H  -3.5571  2.1640  1.3222
C  -5.2327  0.4748  -1.1793
C  -4.8405  -0.9098  -0.6761
N  -1.8024  0.3130  1.1978
C  -2.8424  -2.1286  0.2502
N  1.6502  1.2557  -0.1091
H  -6.2548  0.4520  -1.5607
H  2.4120  -0.8437  -1.7845
H  2.4750  2.6425  -1.4621
C  0.7040  1.0273  2.1761
C  -5.1100  1.4880  -0.0451
H  -5.7131  1.1523  0.8013
H  -0.1219  1.4896  2.7158
O  0.0414  2.6570  0.5997
C  1.6526  1.9277  -1.3943
H  -4.7590  -1.6247  -1.4980
C  3.3024  -2.1575  -0.3377
H  3.0854  -3.0577  -0.9153

Computed properties:
HOMO-LUMO gap = 8.911 eV
SMILES = CN(C(=O)CSc1nc2c(c(=O)[nH]1)CCCC2)C1CCCCC1
energy relative to the best compared isomer or geometry (same formula, charge and spin) = 0.0 kJ/mol

=====

No. 3
Density functional theory data (ωB97M-V/def2-TZVPD) for a single C17H25N3O2S2 molecule.

Positions of all 49 atoms, in Å:
H  6.3147  1.8331  2.0824
H  4.5766  3.0043  0.7636
H  -2.6053  4.0723  0.1115
C  3.0024  0.7966  0.2419
S  0.0488  -2.5045  -0.9786
H  5.9334  2.5516  -0.2715
H  -2.9157  3.9477  -2.3656
H  2.4359  1.6214  0.6902
C  -1.6291  0.9393  -0.3337
H  1.5308  -2.3356  -2.7930
N  2.0676  0.0725  -0.6077
O  -4.0803  -1.0692  1.3355
H  -0.6422  2.7505  0.1509
C  -3.1122  -0.6963  0.7115
C  5.1077  2.1563  0.3229
C  -2.7213  3.1112  -0.3895
H  4.6931  0.5471  -1.0498
O  3.4810  -1.5156  -1.4218
H  -3.4742  -3.1218  0.7293
H  -0.9789  2.5677  -1.5743
C  4.4973  0.6828  2.2536
S  -3.7395  2.0498  0.7458
H  -1.9935  -2.8187  2.6821
C  -2.7758  0.6522  0.3466
H  6.2205  0.4452  0.9928
N  -2.1534  -1.6322  0.2461
H  0.5963  -0.8187  -2.5734
N  -0.7626  -0.0123  -0.7308
C  1.1781  -1.5934  -2.0778
H  -0.5851  -3.3142  1.7260
C  -1.0512  -1.2499  -0.4388
H  -3.5984  2.3237  -2.1923
C  4.1593  1.3723  -0.5781
H  -1.8725  -4.4719  2.0732
H  -4.4513  3.7161  -1.5216
C  3.5465  -0.1018  1.3558
H  3.9522  1.4955  2.7412
C  -1.3805  2.3959  -0.5748
C  2.3814  -1.0142  -1.3280
C  -1.6593  -3.4313  1.8483
H  -2.0836  -3.6451  -0.2666
H  3.7624  2.0174  -1.3655
H  4.8877  0.0272  3.0340
H  2.7148  -0.5019  1.9413
H  4.0751  -0.9382  0.8975
H  1.0875  0.3424  -0.5992
C  -3.4692  3.2862  -1.7014
C  5.6466  1.2618  1.4348
C  -2.3962  -3.0260  0.5775

Computed properties:
HOMO-LUMO gap = 8.421 eV
SMILES = CCn1c(SCC(=O)NC2CCCCC2)nc2c(c1=O)S[C@H](C)C2
energy relative to the best compared isomer or geometry (same formula, charge and spin) = 0.0 kJ/mol

=====

No. 4
Density functional theory data (ωB97M-V/def2-TZVPD) for 2 unconnected molecules or ions with the total composition C17H25N3O4 at a distorted geometry.

Positions of all 49 atoms, in Å:
H  1.7293  0.7934  0.4118
H  2.9583  0.8370  -2.2264
C  -1.3041  -3.3937  0.4190
C  0.3310  -1.4814  1.7223
H  -1.6405  -0.1358  0.9344
H  -2.1951  -2.3065  -1.9672
H  -1.6155  4.0957  0.7725
H  -2.5870  -3.1179  2.0534
H  -1.1145  -1.3958  3.1675
C  -0.8668  -1.8856  2.2615
H  -2.3723  0.3537  -2.0035
C  -2.0100  2.9661  -0.6758
H  -3.7527  -1.5631  -1.3469
H  -0.8682  -0.3726  -1.4100
H  -3.8312  1.3015  1.3210
H  -4.0824  -0.3587  0.6092
O  -2.4598  2.8103  -1.7828
H  -0.5131  2.1391  1.9470
N  -1.3853  2.4247  1.5565
C  3.0253  -0.8747  -0.0511
H  -0.4305  1.7318  -0.1861
C  -2.6629  -1.6349  -1.1759
O  3.5585  1.9481  1.6427
H  0.1961  -4.0162  -1.8895
C  -1.6921  -2.7996  1.6212
C  1.9100  -1.8422  -0.3795
H  -2.6757  -2.0506  -0.2808
O  4.4398  2.0593  -0.4347
C  -1.9777  -0.2800  -1.2036
H  2.3000  -2.6946  -2.3913
C  -0.1247  -2.8994  -0.1499
H  -1.8858  -4.2030  -0.0387
H  4.3638  2.4628  1.8273
N  0.3951  -3.1611  -1.4283
C  3.6365  1.5780  0.3062
H  3.3442  -0.9686  0.9703
C  -1.4253  1.8478  0.2053
C  2.5722  0.6251  -0.1868
H  -3.9201  1.0581  -0.3532
O  -1.8928  4.1708  -0.1598
N  2.1886  0.9372  -1.5516
C  -3.5888  0.6205  0.4769
C  1.7125  -2.5988  -1.4688
C  -2.1112  0.4669  0.1563
H  1.4616  0.3365  -1.8598
C  0.7133  -2.0002  0.4696
H  0.9298  -0.7340  2.2498
H  -2.0790  2.0632  2.1175
H  3.9035  -1.0530  -0.6703

Computed properties:
HOMO-LUMO gap = 8.997 eV
SMILES = N[C@@H](Cc1c[nH]c2ccccc12)C(=O)O.CC[C@H](C)[C@H](N)C(=O)O
energy relative to the best compared isomer or geometry (same formula, charge and spin) = 167.1 kJ/mol

=====

Per-record molar mass, g/mol: 428.3; 335.5; 367.5; 335.4